## A
2 unconnected molecules or ions with the total composition C2H6N2O3. Source: the Open Molecules 2025 dataset; level of theory: ωB97M-V with the def2-TZVPD basis set.

Results
SMILES: O=[N+]([O-])O.[H]/N=C\C
HOMO level in eV: -10.980
Orbital gap in eV: 11.6
Charge: 0

```
13
Properties=species:S:1:pos:R:3:lowdin_charge:R:1
O -2.83 1.79 -1.34 0.07
O -2.89 0.04 0.02 0.06
O -4.63 0.56 -1.07 0.14
N -3.50 0.69 -0.78 -0.47
N -0.17 1.15 -0.73 0.07
C -0.17 -0.09 -0.59 -0.29
C 0.58 -0.79 0.54 -0.07
H -1.86 1.79 -1.06 0.08
H 0.50 1.46 -0.03 0.08
H -0.78 -0.82 -1.21 0.13
H 0.16 -0.27 1.38 0.07
H 0.56 -1.87 0.74 0.08
H 1.63 -0.60 0.48 0.06
```

## B
2 unconnected molecules or ions with the total composition C2H6N2O3. Source: the Open Molecules 2025 dataset; level of theory: ωB97M-V with the def2-TZVPD basis set.

Results
SMILES: O=[N+]([O-])O.[H]/N=C\C
HOMO level in eV: -10.569
Orbital gap in eV: 11.3
Charge: 0

```
13
Properties=species:S:1:pos:R:3:lowdin_charge:R:1
O 1.42 -1.87 1.05 0.09
O 2.72 -1.71 2.80 0.12
O 1.43 -0.08 2.20 0.12
N -0.14 -0.55 -0.84 0.10
N 1.90 -1.14 2.13 -0.48
C -1.54 1.39 -1.37 -0.07
C -0.53 0.58 -0.56 -0.28
H 0.77 -1.36 0.61 0.01
H -1.24 2.10 -2.16 0.07
H -2.16 1.94 -0.55 0.11
H -2.02 0.62 -2.00 0.07
H -0.38 -0.98 -1.68 0.06
H -0.21 1.04 0.35 0.09
```

We find A to be the most stable, with the next structure 10.2 kJ/mol higher.

## A
A single C4H9NO molecule. Source: the Open Molecules 2025 dataset; level of theory: ωB97M-V with the def2-TZVPD basis set.

Results
SMILES: CCCNC=O
HOMO level in eV: -9.821
Orbital gap in eV: 10.7
Charge: 0

```
15
Properties=species:S:1:pos:R:3:lowdin_charge:R:1
O -0.16 -1.50 -1.95 0.01
N -1.17 0.22 -0.81 0.01
C 1.06 0.14 0.27 -0.25
C -1.15 -0.94 -1.51 -0.36
C 0.65 -0.25 1.69 -0.11
C 0.01 0.99 -0.45 -0.20
H 0.72 0.60 2.38 0.07
H 1.24 -0.75 -0.34 0.09
H -0.33 1.80 0.20 0.12
H 2.01 0.70 0.29 0.11
H -2.17 -1.37 -1.63 0.13
H 0.45 1.44 -1.35 0.12
H -0.38 -0.62 1.71 0.07
H 1.30 -1.05 2.08 0.07
H -2.08 0.60 -0.59 0.13
```

## B
2 unconnected molecules or ions with the total composition C4H9NO. Source: the Open Molecules 2025 dataset; level of theory: ωB97M-V with the def2-TZVPD basis set.

Results
SMILES: C=NC(=C)C.O
HOMO level in eV: -9.131
Orbital gap in eV: 9.6
Charge: 0

```
15
Properties=species:S:1:pos:R:3:lowdin_charge:R:1
O -0.67 2.56 0.92 -0.05
N 0.02 -1.12 1.07 0.04
C -0.65 -0.23 -1.17 0.03
C 1.70 -0.68 -0.83 -0.09
C -1.14 -0.91 1.58 -0.05
C 0.31 -0.55 -0.28 -0.41
H -1.97 -0.33 1.28 0.06
H 1.75 -1.77 -1.21 0.11
H 0.05 2.02 0.96 -0.05
H 1.87 0.01 -1.69 0.08
H -1.69 -0.54 -1.05 0.07
H -0.27 0.31 -2.01 0.05
H -0.47 3.00 0.02 0.09
H 2.55 -0.51 -0.16 0.06
H -1.38 -1.28 2.56 0.06
```

We find A to be the most stable, with the next structure 247.6 kJ/mol higher.

## A
A molecular structure, C4H9NO. Source: the Open Molecules 2025 dataset; level of theory: ωB97M-V with the def2-TZVPD basis set.

Results
HOMO level in eV: -7.290
Orbital gap in eV: 6.9
Charge: 0

```
15
Properties=species:S:1:pos:R:3:lowdin_charge:R:1
O 0.40 0.49 1.13 -0.05
N 0.19 2.77 0.99 0.09
C 0.13 0.15 -1.67 -0.15
C 0.05 1.42 -1.00 -0.12
C -0.93 -0.76 -1.60 0.07
C 0.23 1.47 0.38 -0.62
H -1.92 -0.41 -1.36 0.11
H -0.02 2.34 -1.56 0.09
H 0.25 -5.49 3.17 0.00
H 0.13 -5.57 3.88 0.00
H -0.09 -0.65 -0.64 0.19
H 1.09 -0.03 -2.15 0.14
H -0.88 -1.74 -2.07 0.10
H 0.84 3.44 0.60 0.07
H 0.53 2.57 1.93 0.08
```

## B
2 unconnected molecules or ions with the total composition C4H9NO. Source: the Open Molecules 2025 dataset; level of theory: ωB97M-V with the def2-TZVPD basis set.

Results
SMILES: C=NC.CC=O
HOMO level in eV: -9.078
Orbital gap in eV: 10.0
Charge: 0

```
15
Properties=species:S:1:pos:R:3:lowdin_charge:R:1
O -0.62 0.79 1.25 0.03
N -0.26 -1.46 -2.16 -0.08
C -0.97 -0.83 -1.33 -0.09
C 0.73 2.57 2.08 -0.06
C 0.10 -2.81 -1.77 -0.16
C 0.04 1.77 1.04 -0.32
H 0.23 2.04 -0.01 0.11
H -0.91 0.24 -1.05 0.05
H -0.50 -3.14 -0.89 0.07
H 1.04 -2.84 -1.21 0.08
H 0.55 3.65 1.98 0.08
H 0.35 2.33 3.07 0.08
H -1.57 -1.31 -0.56 0.06
H 1.81 2.47 2.16 0.09
H -0.02 -3.47 -2.61 0.07
```

## C
A single C4H9NO molecule. Source: the Open Molecules 2025 dataset; level of theory: ωB97M-V with the def2-TZVPD basis set.

Results
SMILES: CCNC(C)=O
HOMO level in eV: -9.467
Orbital gap in eV: 10.5
Charge: 0

```
15
Properties=species:S:1:pos:R:3:lowdin_charge:R:1
O 1.03 0.87 -0.25 0.00
N -0.90 -0.17 -0.41 0.07
C -0.19 0.97 -0.22 -0.57
C 0.12 -1.35 -0.63 -0.18
C -0.75 2.36 0.04 -0.01
C 0.85 -1.86 0.64 -0.10
H 0.92 -1.08 -1.35 0.11
H -0.23 2.71 0.94 0.08
H 1.77 -1.32 0.90 0.07
H -1.93 -0.09 -0.39 0.14
H 0.17 -1.80 1.49 0.07
H -1.82 2.51 0.17 0.07
H -0.39 3.00 -0.77 0.08
H 1.14 -2.92 0.53 0.07
H -0.46 -2.15 -1.08 0.09
```

We find C to be the most stable, with the next structure 194.3 kJ/mol higher.